1.
The following is a DFT calculation (ωB97M-V/def2-TZVPD) of C38H37FN2O2SiTeY as an isolated structure.

Geometry as ORCA input:
```
! wB97M-V def2-TZVPD RIJCOSX def2/J DEFGRID3
* xyz 1 1
Y 0.30951 1.82091 0.69915
C -2.34610 3.21339 4.21768
Si -0.57650 2.96093 3.69954
C -0.19871 1.10266 3.59848
C 0.60349 3.68741 4.94856
N -0.25795 3.45443 2.06748
C -0.37729 4.73912 1.55619
C -0.63650 5.91339 2.27351
C -0.72917 7.14127 1.63344
C -0.56903 7.25788 0.25977
C -0.31390 6.11911 -0.49612
C -0.23337 4.94057 0.18762
F 0.01779 3.74284 -0.55867
H -2.49624 2.86297 5.24146
H -3.03225 2.66497 3.56902
H -2.63608 4.26540 4.18613
H -0.70319 0.62829 4.44441
H 0.86634 0.88229 3.71792
H -0.58581 0.54314 2.73094
H 0.46033 3.21538 5.92385
H 0.46098 4.76045 5.08611
H 1.64065 3.52733 4.64576
H -0.76621 5.85568 3.34664
H -0.93132 8.02586 2.22231
H -0.64423 8.21948 -0.22648
H -0.18895 6.15144 -1.56948
C 1.64608 -4.78252 -2.03504
C 1.07417 -3.51424 -1.46406
C -0.26407 -3.18054 -1.64327
C -0.82482 -2.01062 -1.14060
C -2.21946 -1.59920 -1.50971
O -2.42751 -0.45988 -1.87295
C -3.30716 -2.61629 -1.47599
C -3.22553 -3.75975 -0.68513
C -4.27669 -4.66408 -0.65957
C -5.40496 -4.43611 -1.43386
C -5.49144 -3.29654 -2.22510
C -4.45037 -2.38561 -2.23975
C -0.02229 -1.13896 -0.40203
O -0.50141 -0.02382 0.17231
C 1.33887 -1.45022 -0.24874
C 1.87238 -2.62587 -0.75379
C 2.10715 -0.39387 0.45688
N 2.29364 0.77429 -0.07829
C 2.02144 0.95136 -1.52530
C 3.17663 0.43364 -2.37035
Te 2.80560 0.70357 -4.46145
C 1.34697 -0.81540 -4.59977
C -0.00702 -0.50780 -4.49151
C -0.96362 -1.49532 -4.69042
C -0.57282 -2.78930 -4.99915
C 0.77669 -3.10388 -5.09497
C 1.73533 -2.12083 -4.89774
C 2.47473 -0.57313 1.87093
C 3.35297 0.32514 2.49091
C 3.65047 0.18421 3.83426
C 3.08150 -0.85320 4.56583
C 2.22161 -1.75553 3.95388
C 1.92081 -1.62169 2.60880
H 0.89133 -5.33385 -2.59376
H 2.02357 -5.43582 -1.24662
H 2.47532 -4.56987 -2.71166
H -0.89338 -3.84831 -2.21961
H -2.34841 -3.93797 -0.07625
H -4.21465 -5.54619 -0.03630
H -6.22105 -5.14662 -1.41946
H -6.37330 -3.11954 -2.82620
H -4.50440 -1.48513 -2.83732
H 2.92576 -2.84225 -0.60607
H 1.92031 2.02748 -1.71322
H 1.09935 0.45109 -1.83992
H 3.32560 -0.63074 -2.19527
H 4.09926 0.96023 -2.12882
H -0.32014 0.50446 -4.26906
H -2.01380 -1.24617 -4.60965
H -1.32117 -3.55287 -5.17182
H 1.08370 -4.11218 -5.34273
H 2.78605 -2.36229 -4.99973
H 3.81423 1.10849 1.90419
H 4.33841 0.86987 4.31033
H 3.32041 -0.96432 5.61536
H 1.78663 -2.56413 4.52538
H 1.24626 -2.31798 2.12770
*
```

Values from the calculation:
highest occupied orbital energy = -10.40 eV
orbital gap = 6.84 eV
DFT total energy = -2425.88198 a.u.
ΔE to the lowest compared entry with this formula, charge and spin = 0.07 kcal per mole



2.
The following is a DFT calculation (ωB97M-V/def2-TZVPD) of C21H29AsN3O4Tc as an isolated structure.

Geometry as ORCA input:
```
! wB97M-V def2-TZVPD RIJCOSX def2/J DEFGRID3
* xyz 3 4
Tc 1.37936 0.69153 0.81697
C -0.82767 3.97162 -0.94099
C -0.25716 2.91136 -0.08256
N 0.61027 2.01557 -0.48784
O 1.07303 1.95284 -1.79023
C -0.57994 2.77230 1.32365
C -1.49322 3.63877 2.12503
N 0.09524 1.77450 1.84695
O 0.16246 1.35848 3.02011
H -0.67394 3.76966 -1.99897
H -0.37151 4.93712 -0.69429
H -1.89678 4.06603 -0.74365
H 1.41432 2.82764 -2.03837
H -1.41919 4.67886 1.80714
H -1.23826 3.57498 3.18094
H -2.53384 3.32146 2.01040
C -1.22789 0.04325 -5.59986
O -1.16525 -0.50307 -4.25437
C -1.83556 0.05763 -3.24196
C -2.52021 1.26463 -3.26859
C -3.21676 1.67946 -2.14488
C -3.25235 0.90473 -0.97814
C -2.57220 -0.28807 -0.94226
C -1.84809 -0.70088 -2.06336
N -1.23156 -1.96154 -2.20594
C -0.90084 -2.89585 -1.38408
C -0.80202 -2.88341 0.06940
C -1.10392 -4.06352 0.71667
C -1.08387 -4.15226 2.11432
C -0.72178 -3.03799 2.89901
C -0.33694 -1.87617 2.29394
C -0.32754 -1.77422 0.87133
O 0.09798 -0.71320 0.28593
H -2.15277 0.58445 -5.77225
H -1.17919 -0.79879 -6.27885
H -0.37124 0.68988 -5.75972
H -2.54255 1.86564 -4.16677
H -3.77772 2.60687 -2.18722
H -3.85699 1.20984 -0.13376
H -2.65255 -0.92587 -0.06819
H -1.10867 -2.19651 -3.19353
H -0.68114 -3.84333 -1.86749
H -1.40600 -4.92467 0.12812
H -1.36113 -5.08448 2.59535
H -0.74430 -3.10603 3.98109
H -0.05828 -1.00288 2.87617
C 3.09379 -1.28718 3.69939
As 3.34024 -0.56752 1.92706
C 3.99095 -2.06613 0.89249
C 4.90370 0.55416 2.11672
H 4.05469 -1.65863 4.04435
H 2.37746 -2.10468 3.67830
H 2.74172 -0.50616 4.36833
H 4.90052 -2.42615 1.36835
H 4.22078 -1.75619 -0.12496
H 3.25395 -2.86642 0.87464
H 5.72718 -0.09822 2.39207
H 4.74692 1.28739 2.90320
H 5.14629 1.05935 1.18564
*
```

Values from the calculation:
⟨S²⟩ = 3.82
highest occupied orbital energy (alpha / beta) = -17.01 / -16.98 eV
orbital gap (alpha / beta) = 6.43 / 4.74 eV
DFT total energy = -3598.23161 a.u.
ΔE to the lowest compared entry with this formula, charge and spin = 0.00 kcal per mole



3.
The following is a DFT calculation (ωB97M-V/def2-TZVPD) of a 2-piece molecular cluster, H4O3SSi overall at a distorted geometry.

Geometry as ORCA input:
```
! wB97M-V def2-TZVPD RIJCOSX def2/J DEFGRID3
* xyz 0 1
O 0.76917 0.45701 -0.65640
O -0.83707 -1.15405 -1.88797
O -0.20635 1.85709 2.22847
Si 0.63175 -1.03848 -1.20734
S 1.89029 -2.52544 -0.89683
H -0.17857 0.79628 -0.69141
H -0.95982 -2.06921 -2.31380
H -0.76119 1.19755 2.49329
H -0.34821 2.47923 2.93198
*
```

Values from the calculation:
SMILES string = O[Si](O)=S.O
highest occupied orbital energy = -9.23 eV
orbital gap = 9.10 eV
DFT total energy = -915.89874 a.u.
ΔE to the lowest compared entry with this formula, charge and spin = 46.70 kcal per mole



4.
The following is a DFT calculation (ωB97M-V/def2-TZVPD) of the molecule C5H7NO2 at a distorted geometry.

Geometry as ORCA input:
```
! wB97M-V def2-TZVPD RIJCOSX def2/J DEFGRID3
* xyz 0 1
C -0.94454 -1.72080 -0.89996
C -1.76328 -0.43350 -0.84699
C -0.41304 -0.54196 -0.20234
C 0.73063 -0.08607 -0.86576
C 0.47428 0.65911 1.49018
H -0.47008 -1.96171 -1.88803
H -1.50482 -2.45737 -0.43041
H -1.76742 0.20910 -1.70726
H -2.52668 -0.12196 -0.32438
H 0.17118 0.15905 -1.87835
H 1.68044 -0.82542 -0.85751
H 0.63281 0.81606 2.60603
N 0.82487 1.56778 0.82452
O 1.36113 1.29729 -0.42601
O -0.17287 -0.55391 1.25819
*
```

Values from the calculation:
SMILES string = C1=NOCC2(CC2)O1
highest occupied orbital energy = -9.08 eV
orbital gap = 9.85 eV
DFT total energy = -399.73278 a.u.
ΔE to the lowest compared entry with this formula, charge and spin = 146.08 kcal per mole



5.
The following is a DFT calculation (ωB97M-V/def2-TZVPD) of C37H72IrN4O7P2Si2 as an isolated structure at a distorted geometry.

Geometry as ORCA input:
```
! wB97M-V def2-TZVPD RIJCOSX def2/J DEFGRID3
* xyz 1 1
Ir -0.77836 -0.32375 -0.65565
C 0.98773 -1.66422 5.61393
C -0.26690 -2.14691 4.92024
C -0.19383 -3.59820 4.49924
O -0.64969 -1.33752 3.75580
P 0.20693 -0.61430 2.68062
O -0.66372 -0.09227 1.57948
C 1.45568 -1.71055 2.06781
P 2.43957 -0.92347 0.82021
O 1.55091 -0.38243 -0.26344
O 3.49388 -1.99615 0.40869
C 3.47156 -2.71028 -0.87169
C 3.87619 -4.13230 -0.59218
C 4.38468 -1.99765 -1.84165
O 3.24827 0.23555 1.44620
C 4.51058 0.26841 2.18772
C 4.57770 -0.82121 3.23387
C 5.66264 0.25144 1.21244
O 1.02008 0.51095 3.38891
C 0.36568 1.81447 3.66487
C 0.51846 2.10310 5.13535
C 1.01099 2.83135 2.75450
H 1.11491 -2.24269 6.52921
H 0.92776 -0.60856 5.87856
H 1.87881 -1.81054 5.00146
H -1.10769 -2.01499 5.59734
H 0.68292 -3.79007 3.87671
H -1.08198 -3.88470 3.93723
H -0.12871 -4.23101 5.38540
H 0.92009 -2.53228 1.56477
H 2.09027 -2.09715 2.86432
H 2.45273 -2.69226 -1.23641
H 4.88280 -4.16858 -0.17065
H 3.86968 -4.70348 -1.52247
H 3.18084 -4.60045 0.10329
H 5.42660 -2.07807 -1.52586
H 4.13416 -0.93624 -1.91101
H 4.29184 -2.44851 -2.83196
H 4.47105 1.23592 2.68339
H 4.56157 -1.81364 2.77539
H 3.75109 -0.73234 3.94139
H 5.51046 -0.72331 3.78991
H 5.75889 -0.72756 0.74006
H 6.58934 0.47775 1.74160
H 5.51475 1.00469 0.43822
H -0.69107 1.72814 3.40836
H 1.56652 2.02204 5.43211
H -0.07439 1.41774 5.74378
H 0.18032 3.11864 5.34326
H 2.09386 2.84160 2.90648
H 0.61649 3.82626 2.97021
H 0.80670 2.59665 1.70464
C -2.68879 2.59869 1.39136
Si -2.11141 3.39508 -0.19288
C -3.31778 2.96758 -1.55340
C -2.12343 5.23229 0.03348
C -0.44654 2.73559 -0.65132
Si 1.02384 3.55255 -1.38952
C 0.90962 5.39534 -1.20929
C 1.16890 3.17683 -3.22539
C 2.59021 2.95743 -0.56668
H -3.75711 2.78695 1.55963
H -2.14062 3.00780 2.24500
H -2.52629 1.51843 1.37590
H -4.33104 3.32150 -1.31669
H -3.35266 1.88342 -1.67940
H -3.00884 3.41648 -2.50080
H -3.11425 5.52856 0.39455
H -1.92997 5.76976 -0.89587
H -1.38913 5.56252 0.77086
H -0.28153 1.66053 -0.49253
H 0.17322 5.82143 -1.89480
H 1.88333 5.83824 -1.44502
H 0.63840 5.69935 -0.19794
H 0.21637 2.86128 -3.65792
H 1.90769 2.38980 -3.41063
H 1.50135 4.07159 -3.76300
H 2.82160 3.55398 0.32171
H 3.43904 3.04036 -1.25656
H 2.49969 1.91326 -0.25249
C -2.48431 -2.36626 1.45523
C -1.40078 -2.90144 0.55587
C -0.80390 -4.12108 0.62264
C -0.02884 -4.28960 -0.57014
C -0.17682 -3.16983 -1.32439
C 0.27570 -2.99477 -2.74289
N -1.00861 -2.26474 -0.63239
H -3.37871 -2.98912 1.35936
H -2.75979 -1.34846 1.20830
H -2.19652 -2.37199 2.49916
H -0.97069 -4.85768 1.39630
H 0.51597 -5.17385 -0.86948
H 0.29190 -3.96973 -3.23137
H 1.27044 -2.57019 -2.85637
H -0.40424 -2.35777 -3.30207
N 1.12150 0.02402 -4.29724
C 0.98254 -0.04621 -2.96527
N -0.27625 0.04093 -2.60056
C -1.01223 0.21159 -3.77682
C -2.37616 0.41257 -3.97315
C -2.81670 0.56004 -5.26980
C -1.92392 0.51652 -6.35774
C -0.57019 0.33967 -6.16953
C -0.14042 0.19632 -4.85293
H 1.99846 0.01636 -4.79000
H 1.80387 -0.16458 -2.27856
H -3.05001 0.47474 -3.13305
H -3.87014 0.71599 -5.46047
H -2.30783 0.64068 -7.36138
H 0.12111 0.32321 -7.00130
C -6.16176 -1.25414 -1.74095
N -5.06602 -0.58112 -1.04707
C -5.41913 0.44680 -0.06615
C -3.79534 -0.85101 -1.32567
C -3.51311 -1.93891 -2.32225
O -2.89940 -0.19320 -0.73563
H -7.09601 -0.90664 -1.30926
H -6.11147 -2.33487 -1.61873
H -6.16954 -1.02100 -2.80530
H -5.98004 -0.00390 0.75279
H -6.03355 1.21275 -0.53828
H -4.51647 0.90393 0.32376
H -3.95805 -1.70613 -3.29014
H -3.93409 -2.88507 -1.97620
H -2.44391 -2.05646 -2.42524
*
```

Values from the calculation:
highest occupied orbital energy (alpha / beta) = -7.59 / -7.59 eV
orbital gap (alpha / beta) = 5.02 / 5.02 eV
DFT total energy = -3564.79368 a.u.
ΔE to the lowest compared entry with this formula, charge and spin = 16.42 kcal per mole



6.
The following is a DFT calculation (ωB97M-V/def2-TZVPD) of C14H17N5OS2Ti as an isolated structure at a distorted geometry.

Geometry as ORCA input:
```
! wB97M-V def2-TZVPD RIJCOSX def2/J DEFGRID3
* xyz 2 1
Ti -0.51450 0.89242 0.05950
C -0.31290 4.44052 1.16429
C -0.26529 3.28450 2.09604
N -0.27507 1.98262 1.80028
C -0.23628 1.20981 2.96427
C -0.18998 1.92088 4.11364
S -0.19442 3.59189 3.77609
C -0.22875 -0.23827 2.83734
C -0.25903 -1.15271 3.84116
S -0.21642 -2.72713 3.19484
C -0.17748 -2.09378 1.60607
N -0.18005 -0.77754 1.56373
C -0.15511 -3.01386 0.43251
H -0.49704 4.11384 0.14968
H 0.63383 4.98359 1.19497
H -1.09497 5.13726 1.46693
H -0.16049 1.55055 5.12542
H -0.30416 -0.98186 4.90460
H -0.13919 -4.05084 0.75930
H 0.72986 -2.84120 -0.18027
H -1.04683 -2.86798 -0.17989
C -1.97526 -1.96437 -3.25104
N -0.66372 -1.55142 -2.73186
C 0.50872 -1.98558 -3.27055
C 1.70893 -1.58628 -2.78313
C 1.72663 -0.68911 -1.68832
N 0.55775 -0.29078 -1.16175
C -0.61306 -0.70312 -1.68462
O -1.65001 -0.21551 -1.13553
N 2.84330 -0.21764 -1.13798
H -1.83503 -2.54592 -4.15630
H -2.57517 -1.08462 -3.47046
H -2.49927 -2.56808 -2.51185
H 0.42949 -2.65887 -4.11222
H 2.62542 -1.93680 -3.23356
H 3.74810 -0.42740 -1.52607
H 2.78360 0.47056 -0.41170
C -0.09553 2.27970 -1.15347
H 0.88383 2.71969 -1.36207
H -0.82446 2.59283 -1.90801
*
```

Values from the calculation:
highest occupied orbital energy = -14.06 eV
orbital gap = 7.58 eV
DFT total energy = -2538.07374 a.u.
ΔE to the lowest compared entry with this formula, charge and spin = 21.07 kcal per mole